(1)
A structure of composition C31H37F5IrN3O5S2Si, computed with the ωB97M-V functional and the def2-TZVPD basis.

The geometry in ORCA input format:
```
! wB97M-V def2-TZVPD RIJCOSX def2/J DEFGRID3
* xyz 0 1
Ir -0.56 -1.44 0.12
O -4.60 -7.78 0.45
N -3.58 -7.34 0.93
O -2.88 -7.94 1.72
C -3.16 -5.98 0.54
C -4.00 -5.35 -0.33
C -3.73 -4.03 -0.79
C -4.54 -3.31 -1.69
C -4.15 -2.04 -2.03
C -2.99 -1.48 -1.49
N -2.22 -2.15 -0.65
C -2.59 -3.41 -0.30
C -1.71 -4.07 0.61
N -0.64 -3.33 0.98
C 0.25 -3.86 1.80
C 0.10 -5.16 2.28
C -0.98 -5.92 1.93
C -1.95 -5.38 1.06
H -4.88 -5.87 -0.67
H -5.43 -3.76 -2.09
H -4.74 -1.45 -2.72
H -2.66 -0.48 -1.73
H 1.10 -3.24 2.06
H 0.86 -5.56 2.94
H -1.08 -6.92 2.30
F 2.52 0.74 -6.00
C 2.22 0.01 -4.92
C 0.89 -0.23 -4.59
F -0.08 0.26 -5.36
C 0.59 -0.99 -3.48
F -0.71 -1.23 -3.25
C 1.56 -1.53 -2.65
S 1.22 -2.46 -1.21
C 2.88 -1.29 -3.02
F 3.89 -1.75 -2.27
C 3.22 -0.54 -4.13
F 4.50 -0.31 -4.44
C -1.86 -0.63 1.55
H -2.47 0.16 1.12
H -1.33 -0.21 2.40
H -2.54 -1.41 1.93
C 3.06 0.74 1.96
C 1.87 1.19 2.81
C 1.22 -0.03 3.45
C 2.31 2.18 3.87
O 0.86 1.85 2.03
Si 0.67 2.23 0.46
S -0.13 0.66 -0.75
O -0.22 3.58 0.32
C -1.39 4.13 0.94
C -1.76 5.34 0.10
C -2.52 3.12 0.95
C -1.04 4.55 2.37
O 2.12 2.62 -0.13
C 2.67 2.89 -1.43
C 1.59 3.36 -2.39
C 3.71 3.98 -1.22
C 3.31 1.60 -1.92
H 3.78 0.23 2.60
H 3.54 1.60 1.49
H 2.74 0.06 1.17
H 1.92 -0.53 4.12
H 0.92 -0.75 2.68
H 0.34 0.26 4.02
H 3.03 1.73 4.55
H 1.45 2.52 4.45
H 2.77 3.05 3.40
H -1.97 5.04 -0.92
H -0.94 6.06 0.09
H -2.65 5.84 0.51
H -2.72 2.76 -0.07
H -3.43 3.57 1.35
H -2.26 2.26 1.56
H -0.23 5.27 2.36
H -0.73 3.68 2.95
H -1.91 5.00 2.85
H 1.08 4.24 -1.98
H 0.84 2.58 -2.55
H 2.03 3.63 -3.35
H 3.24 4.88 -0.84
H 4.21 4.21 -2.16
H 4.47 3.65 -0.50
H 2.56 0.81 -1.96
H 4.11 1.29 -1.25
H 3.73 1.73 -2.92
*
```

HOMO-LUMO gap	5.449	eV
relative energy (zero: lowest compared OMol25 entry of this formula, charge and spin)	5.5	kcal/mol



(2)
A cluster of 11 separate species, C89H193N11O11 in total at a distorted geometry, computed with the ωB97M-V functional and the def2-TZVPD basis.

The geometry in ORCA input format:
```
! wB97M-V def2-TZVPD RIJCOSX def2/J DEFGRID3
* xyz 0 1
C 2.61 5.58 -0.53
C 4.15 5.68 -0.67
C 4.90 4.49 0.00
O 4.54 4.37 1.39
C 5.10 5.22 2.31
N 4.40 5.73 -2.15
H 2.16 6.55 -0.76
H 2.26 5.25 0.45
H 2.17 4.85 -1.22
H 4.46 6.58 -0.15
H 5.98 4.60 0.05
H 4.71 3.60 -0.59
H 4.52 6.12 2.53
H 6.12 5.39 1.97
H 5.22 4.80 3.30
H 4.12 6.57 -2.64
H 5.40 5.69 -2.22
C -0.53 -7.54 -2.65
C -0.59 -7.20 -1.18
C -1.83 -6.40 -0.70
O -2.99 -7.22 -0.85
C -4.24 -6.52 -0.90
N -0.57 -8.47 -0.47
H -0.31 -6.72 -3.33
H -1.37 -8.20 -2.86
H 0.34 -8.18 -2.83
H 0.29 -6.57 -1.02
H -1.88 -5.38 -1.06
H -1.71 -6.19 0.36
H -4.31 -5.89 -1.79
H -4.37 -5.78 -0.11
H -5.06 -7.22 -0.79
H -0.40 -8.28 0.50
H -1.53 -8.78 -0.36
C 2.83 -5.56 1.82
C 2.03 -5.90 3.13
C 2.85 -6.92 3.91
C 3.95 -6.27 4.72
C 3.36 -5.21 5.62
C 2.40 -4.09 5.03
N 1.56 -4.73 3.97
O 0.54 -3.93 3.42
C 1.41 -3.67 6.15
C 3.29 -2.98 4.43
C 0.68 -6.63 2.78
H 3.03 -6.36 1.11
H 3.67 -4.90 2.05
H 2.22 -4.89 1.21
H 2.19 -7.45 4.58
H 3.34 -7.63 3.24
H 4.65 -5.78 4.04
H 4.48 -7.03 5.29
H 4.10 -4.62 6.16
H 2.76 -5.78 6.33
H 0.75 -4.44 6.54
H 1.86 -3.08 6.95
H 0.54 -3.11 5.79
H 2.69 -2.27 3.85
H 3.72 -2.48 5.29
H 4.13 -3.34 3.83
H 0.71 -7.66 2.44
H 0.38 -5.99 1.94
H -0.10 -6.61 3.54
H -0.24 -4.46 3.61
C -4.85 -1.62 -1.64
C -5.45 -0.26 -2.08
C -5.56 -0.34 -3.70
C -6.44 0.83 -4.29
C -7.87 0.68 -3.80
C -7.91 0.69 -2.25
N -6.87 -0.18 -1.63
O -7.00 -0.13 -0.24
C -7.87 2.19 -1.72
C -9.31 0.10 -1.96
C -4.57 0.86 -1.60
H -4.68 -1.61 -0.56
H -3.85 -1.81 -2.02
H -5.33 -2.59 -1.74
H -4.53 -0.45 -4.05
H -5.89 -1.36 -3.92
H -6.46 0.80 -5.38
H -5.91 1.76 -4.08
H -8.29 -0.23 -4.22
H -8.41 1.53 -4.21
H -8.75 2.80 -1.93
H -7.79 2.29 -0.64
H -7.02 2.74 -2.13
H -9.70 0.18 -0.94
H -10.06 0.42 -2.68
H -9.32 -0.99 -2.05
H -4.95 1.87 -1.75
H -3.63 0.83 -2.17
H -4.28 0.72 -0.56
H -7.50 -0.93 -0.03
C 7.87 -0.15 0.78
C 6.50 0.12 0.25
C 6.55 0.83 -1.15
C 7.15 -0.03 -2.23
C 6.30 -1.27 -2.37
C 5.81 -2.07 -1.07
N 5.61 -1.09 0.00
O 5.25 -1.67 1.20
C 4.50 -2.75 -1.40
C 6.87 -3.16 -0.78
C 5.79 1.12 1.26
H 7.71 -0.68 1.72
H 8.45 0.74 1.03
H 8.49 -0.77 0.14
H 5.57 1.17 -1.48
H 7.07 1.79 -1.04
H 8.18 -0.21 -1.92
H 7.18 0.52 -3.17
H 6.99 -1.90 -2.94
H 5.47 -1.06 -3.05
H 4.00 -3.14 -0.51
H 3.74 -2.04 -1.71
H 4.61 -3.51 -2.18
H 6.66 -3.62 0.18
H 6.81 -4.04 -1.41
H 7.87 -2.71 -0.80
H 6.37 2.02 1.49
H 5.55 0.61 2.19
H 4.93 1.59 0.79
H 4.30 -1.71 1.07
C -1.95 6.75 -1.50
C -2.20 5.26 -1.12
C -1.33 4.83 0.13
C -1.81 5.37 1.46
C -3.24 4.79 1.76
C -4.20 5.06 0.57
N -3.63 4.92 -0.84
O -4.49 5.14 -1.94
C -5.33 3.99 0.68
C -4.74 6.56 0.76
C -1.71 4.31 -2.23
H -2.17 7.50 -0.73
H -2.68 7.09 -2.23
H -0.98 6.88 -1.98
H -1.26 3.74 0.16
H -0.36 5.28 -0.10
H -1.88 6.44 1.65
H -1.15 5.04 2.27
H -3.49 5.27 2.70
H -3.12 3.74 2.04
H -5.98 4.17 -0.18
H -4.87 3.03 0.41
H -5.95 3.75 1.55
H -3.91 7.26 0.73
H -5.37 6.75 -0.11
H -5.26 6.74 1.71
H -2.28 3.38 -2.17
H -0.64 4.11 -2.20
H -1.88 4.78 -3.20
H -4.63 4.23 -2.21
C -3.96 3.45 5.51
C -4.13 1.85 5.58
C -4.38 1.21 4.23
C -3.12 0.96 3.33
C -2.07 0.20 4.07
C -1.75 0.88 5.43
N -3.01 1.17 6.17
O -2.72 1.46 7.46
C -0.79 -0.16 6.07
C -0.99 2.14 5.14
C -5.43 1.57 6.44
H -3.48 3.79 4.59
H -3.26 3.66 6.32
H -4.84 4.07 5.65
H -5.02 0.33 4.30
H -5.00 1.91 3.67
H -2.76 1.98 3.26
H -3.28 0.44 2.39
H -1.18 0.24 3.44
H -2.27 -0.87 4.17
H 0.09 -0.40 5.48
H -0.46 0.24 7.03
H -1.32 -1.07 6.35
H -0.64 2.71 6.00
H -0.03 2.00 4.65
H -1.56 2.92 4.62
H -6.34 1.86 5.91
H -5.45 1.94 7.46
H -5.47 0.51 6.70
H -3.44 1.04 7.94
C 3.17 3.01 4.93
C 3.69 1.91 5.91
C 5.23 1.91 5.84
C 5.81 3.09 6.67
C 5.24 3.10 8.11
C 3.73 3.21 8.14
N 3.09 2.15 7.24
O 1.69 2.13 7.30
C 3.34 2.91 9.64
C 3.39 4.63 7.85
C 3.15 0.54 5.38
H 3.51 4.00 5.21
H 2.09 3.12 4.91
H 3.63 2.79 3.97
H 5.53 0.89 6.07
H 5.61 1.99 4.83
H 5.70 4.07 6.20
H 6.88 2.94 6.63
H 5.66 3.99 8.58
H 5.59 2.27 8.72
H 4.07 3.41 10.28
H 2.41 3.41 9.89
H 3.37 1.84 9.88
H 3.75 5.30 8.62
H 3.86 4.90 6.91
H 2.31 4.81 7.77
H 3.18 -0.30 6.07
H 3.62 0.14 4.49
H 2.11 0.57 5.05
H 1.40 1.44 7.91
C -4.12 -4.43 -4.57
C -3.98 -4.79 -6.09
C -4.92 -3.82 -6.87
C -4.37 -2.42 -7.05
C -2.91 -2.43 -7.55
C -1.98 -3.39 -6.72
N -2.67 -4.69 -6.63
O -1.89 -5.69 -6.10
C -0.67 -3.57 -7.56
C -1.63 -2.89 -5.37
C -4.68 -6.13 -6.40
H -4.20 -3.37 -4.35
H -3.19 -4.76 -4.11
H -4.87 -5.05 -4.07
H -5.11 -4.25 -7.86
H -5.92 -3.71 -6.45
H -4.37 -1.95 -6.07
H -5.05 -1.86 -7.69
H -2.64 -1.38 -7.43
H -3.02 -2.80 -8.57
H -0.79 -4.11 -8.49
H 0.00 -2.72 -7.71
H -0.03 -4.29 -7.05
H -2.24 -2.07 -4.99
H -1.59 -3.68 -4.63
H -0.63 -2.46 -5.30
H -4.37 -6.91 -5.70
H -4.38 -6.57 -7.36
H -5.76 -6.14 -6.49
H -1.71 -6.30 -6.81
C 1.01 3.41 -4.34
C 2.15 2.89 -5.35
C 2.81 1.57 -4.75
C 2.01 0.28 -4.96
C 1.68 0.04 -6.44
C 0.91 1.28 -6.99
N 1.59 2.59 -6.69
O 1.11 3.65 -7.46
C 0.80 1.08 -8.49
C -0.54 1.38 -6.39
C 3.29 3.93 -5.56
H 1.54 4.01 -3.59
H 0.24 3.98 -4.84
H 0.52 2.55 -3.88
H 3.88 1.43 -4.88
H 2.74 1.74 -3.67
H 2.69 -0.52 -4.66
H 1.09 0.25 -4.38
H 1.12 -0.89 -6.42
H 2.57 -0.27 -6.98
H 0.29 1.80 -9.13
H 0.21 0.21 -8.76
H 1.79 0.92 -8.91
H -1.20 0.73 -6.97
H -0.96 2.35 -6.61
H -0.53 1.20 -5.32
H 3.68 4.26 -4.59
H 4.10 3.59 -6.21
H 2.94 4.88 -5.98
H 1.77 3.75 -8.15
C 2.53 0.53 -0.37
C 1.28 0.22 0.45
C 0.19 1.32 0.00
C -0.54 0.90 -1.27
C -1.23 -0.47 -1.09
C -0.28 -1.58 -0.73
N 0.66 -1.15 0.35
O 1.53 -2.18 0.74
C -1.13 -2.75 -0.13
C 0.53 -2.10 -1.94
C 1.70 0.49 1.96
H 3.27 -0.27 -0.29
H 2.90 1.54 -0.15
H 2.25 0.54 -1.42
H -0.57 1.59 0.74
H 0.69 2.25 -0.29
H -0.01 0.88 -2.22
H -1.29 1.67 -1.43
H -1.68 -0.71 -2.05
H -2.09 -0.42 -0.42
H -0.48 -3.59 0.11
H -1.44 -2.49 0.88
H -2.03 -3.00 -0.69
H -0.18 -2.44 -2.70
H 1.17 -1.34 -2.37
H 1.13 -2.96 -1.64
H 2.66 0.02 2.17
H 0.95 0.24 2.71
H 1.83 1.56 2.07
H 1.09 -2.56 1.50
*
```

HOMO-LUMO gap	8.220	eV
structure (SMILES)	CC1(C)CCCC(C)(C)N1O.CC1(C)CCCC(C)(C)N1O.CC1(C)CCCC(C)(C)N1O.CC1(C)CCCC(C)(C)N1O.CC1(C)CCCC(C)(C)N1O.CC1(C)CCCC(C)(C)N1O.CC1(C)CCCC(C)(C)N1O.CC1(C)CCCC(C)(C)N1O.CC1(C)CCCC(C)(C)N1O.COC[C@H](C)N.COC[C@H](C)N
relative energy (zero: lowest compared OMol25 entry of this formula, charge and spin)	155.3	kcal/mol